1.
{"formula": "C20H22FNO4", "method": "wB97M-V/def2-TZVPD", "de_lowest_kcal_mol": 34.89, "e_tot_ev": -33494.36131, "gap_ha": 0.3247, "lumo_ev": 0.55, "smiles": "COc1ccc(C(=O)N2CCC(O)(c3ccc(F)cc3)CC2)cc1OC", "largest_force_ha_per_bohr": 0.015, "e_homo_ha": -0.305, "species": ["C", "O", "C", "C", "C", "C", "C", "O", "N", "C", "C", "C", "O", "C", "C", "C", "C", "F", "C", "C", "C", "C", "C", "C", "O", "C", "H", "H", "H", "H", "H", "H", "H", "H", "H", "H", "H", "H", "H", "H", "H", "H", "H", "H", "H", "H", "H", "H"], "coordinates": [[-3.3650, -2.1626, -5.4680], [-3.8122, -1.9049, -4.1556], [-3.1552, -1.0481, -3.3294], [-3.8075, -0.8242, -2.1182], [-3.2830, -0.0003, -1.1444], [-2.0684, 0.6326, -1.3701], [-1.4864, 1.6094, -0.4049], [-1.1934, 2.7404, -0.7506], [-1.3460, 1.1923, 0.8825], [-1.3095, -0.1858, 1.3110], [0.1283, -0.6092, 1.6327], [0.7885, 0.3232, 2.6724], [0.1894, 0.1384, 3.9412], [2.2626, -0.0245, 2.8055], [3.1181, 0.0712, 1.7129], [4.4581, -0.2460, 1.8313], [4.9389, -0.6627, 3.0588], [6.2474, -0.9747, 3.1789], [4.1142, -0.7676, 4.1616], [2.7759, -0.4460, 4.0249], [0.6319, 1.7881, 2.2138], [-0.8200, 2.1176, 1.8650], [-1.4195, 0.4423, -2.5841], [-1.9302, -0.3927, -3.5680], [-1.2931, -0.6087, -4.7632], [-0.1191, 0.1137, -5.0428], [-4.1098, -2.8366, -5.8914], [-2.3877, -2.6487, -5.4757], [-3.3197, -1.2501, -6.0658], [-4.7523, -1.3229, -1.9709], [-3.8276, 0.1684, -0.2279], [-1.7050, -0.8283, 0.5246], [-1.9476, -0.2981, 2.1970], [0.7124, -0.5951, 0.7129], [0.1304, -1.6268, 2.0265], [-0.7294, 0.4208, 3.8847], [2.7491, 0.3972, 0.7521], [5.1277, -0.1733, 0.9889], [4.5177, -1.0952, 5.1065], [2.1142, -0.5204, 4.8717], [1.2500, 1.9627, 1.3341], [0.9790, 2.4452, 3.0128], [-0.8802, 3.1197, 1.4366], [-1.4578, 2.0799, 2.7570], [-0.4945, 0.9723, -2.7439], [0.1649, -0.1780, -6.0530], [-0.2923, 1.1936, -5.0121], [0.6897, -0.1468, -4.3525]]}

2.
{"formula": "C20H22N2O2SSiTi", "method": "wB97M-V/def2-TZVPD", "total_charge": 1, "de_lowest_kcal_mol": 8.39, "e_tot_ev": -69996.69926, "gap_ha": [0.2885, 0.2974], "lumo_ev": [-3.30, -3.17], "largest_force_ha_per_bohr": 0.025, "spin_multiplicity": 2, "e_homo_ha": [-0.410, -0.414], "species": ["Ti", "C", "Si", "C", "C", "N", "C", "C", "C", "C", "C", "C", "O", "C", "C", "C", "C", "C", "C", "H", "H", "H", "H", "H", "H", "H", "H", "H", "H", "H", "H", "H", "H", "H", "H", "H", "H", "O", "N", "C", "C", "C", "C", "C", "S", "H", "H", "H", "H"], "coordinates": [[-0.6121, 0.2572, 0.2386], [-1.6347, -2.9666, 0.0191], [-2.5449, -1.9181, -1.2092], [-2.6297, -2.7247, -2.8589], [-4.2166, -1.5330, -0.5152], [-1.5568, -0.4399, -1.2628], [-1.8983, 0.8103, -1.8270], [-3.0706, 1.0590, -2.5563], [-3.3695, 2.3164, -3.0368], [-2.5248, 3.3961, -2.7878], [-1.3583, 3.2046, -2.0746], [-1.0585, 1.9273, -1.6376], [0.1633, 1.6522, -0.9155], [1.1181, 2.6977, -0.7429], [1.1131, 3.3995, 0.4387], [2.0781, 4.3861, 0.6039], [2.9973, 4.6384, -0.4049], [2.9638, 3.9076, -1.5868], [2.0097, 2.9154, -1.7677], [-2.0943, -3.9534, 0.1187], [-1.6670, -2.5239, 1.0211], [-0.5878, -3.1205, -0.2496], [-3.1781, -3.6683, -2.8018], [-1.6240, -2.9353, -3.2288], [-3.1349, -2.0931, -3.5938], [-4.7367, -2.4601, -0.2597], [-4.8656, -0.9699, -1.1874], [-4.1038, -0.9522, 0.4045], [-3.7397, 0.2341, -2.7594], [-4.2739, 2.4612, -3.6128], [-2.7704, 4.3813, -3.1593], [-0.6800, 4.0247, -1.8855], [0.3742, 3.1962, 1.2036], [2.1063, 4.9576, 1.5216], [3.7460, 5.4075, -0.2711], [3.6839, 4.1045, -2.3695], [1.9625, 2.3254, -2.6731], [-1.4087, 0.8760, 1.8223], [-0.7709, 0.7121, 3.0260], [-1.3396, 1.3266, 4.0805], [-0.7755, 1.2091, 5.3191], [0.3862, 0.4420, 5.4450], [0.9426, -0.1559, 4.3427], [0.3630, -0.0089, 3.0730], [1.0778, -0.6514, 1.6221], [-2.2422, 1.8721, 3.8526], [-1.2369, 1.7009, 6.1621], [0.8518, 0.3197, 6.4143], [1.8459, -0.7452, 4.4122]]}